Record 1
DFT (ωB97M-V with the def2-TZVPD basis set) results for a structure of composition C38H28GeN4O6Rh at a distorted geometry.

Positions of all 78 atoms, in Å:
Rh: -0.3169 1.0601 0.2358
O: -2.1027 -0.0523 3.3491
C: -1.8751 0.8622 2.6050
N: -0.6399 1.3981 2.3033
C: -0.2250 2.6101 2.6718
C: -0.6764 3.2397 3.8506
C: -0.1780 4.4649 4.2072
C: 0.7825 5.1011 3.4064
C: 1.2445 4.5156 2.2524
C: 0.7534 3.2688 1.8450
N: 1.1732 2.5657 0.7629
C: 2.0991 3.0638 -0.1198
O: 2.2065 4.2185 -0.4853
C: 3.1022 2.0309 -0.5113
C: 4.3321 2.4202 -1.0305
C: 5.3473 1.4910 -1.1705
C: 5.1140 0.1645 -0.7704
C: 3.8771 -0.1913 -0.2978
N: 2.9037 0.7288 -0.1923
C: -2.9216 1.5318 1.7330
C: -4.2312 1.7318 2.1406
C: -5.1239 2.2708 1.2270
C: -4.6718 2.6124 -0.0369
C: -3.3385 2.4060 -0.3514
N: -2.4900 1.8769 0.5178
H: -1.3957 2.7171 4.4609
H: -0.5185 4.9368 5.1154
H: 1.1617 6.0647 3.7086
H: 1.9865 5.0139 1.6504
H: 4.4654 3.4595 -1.2861
H: 6.3082 1.7875 -1.5590
H: 5.8994 -0.5714 -0.8224
H: 3.6367 -1.1996 0.0097
H: -4.5336 1.4408 3.1342
H: -6.1588 2.4142 1.4965
H: -5.3371 3.0243 -0.7784
H: -2.9550 2.6643 -1.3300
O: -4.0234 -0.4065 -0.5666
C: -2.8747 -0.7474 -0.6917
O: -2.1859 -1.2718 0.2953
C: -2.1417 -0.6700 -2.0083
C: -2.4628 -1.6383 -2.9455
C: -1.7417 -1.7798 -4.1285
C: -0.6953 -0.9129 -4.3297
O: 0.1820 -0.8479 -5.3663
C: 1.0628 0.2142 -5.0763
O: 0.7054 0.7852 -3.8295
C: -0.3829 0.0850 -3.3993
C: -1.0951 0.2393 -2.2337
H: -3.2843 -2.3083 -2.7386
H: -1.9783 -2.5508 -4.8395
H: 0.9976 0.9784 -5.8649
H: 2.0925 -0.1688 -5.0160
H: -0.8766 1.1207 -1.5788
Ge: -0.2941 -1.4113 0.3707
C: 0.0588 -2.7050 -1.1510
C: -0.7453 -3.8287 -1.2737
C: -0.4954 -4.7610 -2.2651
C: 0.5505 -4.5655 -3.1512
C: 1.3407 -3.4338 -3.0498
C: 1.0936 -2.5058 -2.0524
C: 0.0829 -2.3506 2.1039
C: -0.5267 -3.5422 2.4599
C: -0.0686 -4.2426 3.5639
C: 0.9841 -3.7494 4.3171
C: 1.5805 -2.5475 3.9743
C: 1.1287 -1.8514 2.8685
H: 1.9675 0.4762 0.1843
H: -1.5749 -3.9698 -0.5956
H: -1.1172 -5.6402 -2.3428
H: 0.7529 -5.2956 -3.9200
H: 2.1523 -3.2768 -3.7447
H: 1.7118 -1.6175 -1.9773
H: -1.3599 -3.9188 1.8862
H: -0.5367 -5.1782 3.8348
H: 1.3381 -4.2979 5.1766
H: 2.3973 -2.1512 4.5611
H: 1.5783 -0.9010 2.5979

Summary:
* charge: +1
* HOMO level (alpha / beta): -9.82 / -9.83 eV
* E_LUMO (alpha / beta): -4.75 / -4.76 eV
* E_tot: -117621.83035 eV
* gap between HOMO and LUMO (alpha / beta): 5.078 / 5.073 eV



Record 2
DFT (ωB97M-V with the def2-TZVPD basis set) results for a cluster of 2 separate species, C3H9S in total at a distorted geometry.

Positions of all 13 atoms, in Å:
C: 1.9814 0.5180 0.5429
C: 0.7223 0.7453 1.5911
H: 2.7639 1.3278 0.3569
H: 1.7161 0.0980 -0.4243
H: 2.6665 -0.2202 0.9427
H: 0.1401 1.6140 1.2203
H: 0.2356 -0.1662 1.4201
H: 1.1232 1.1895 2.5719
C: -2.3258 -1.1224 -1.7389
S: -1.1495 0.0713 -1.0971
H: -3.1792 -1.1158 -0.9133
H: -2.7693 -0.8360 -2.8228
H: -1.9254 -2.1034 -1.6495

Summary:
* ΔE to the lowest compared entry with this formula, charge and spin: 57.6 kcal per mole
* charge: -2
* expectation value of S²: 0.75
* HOMO level (alpha / beta): 4.59 / 0.70 eV
* E_LUMO (alpha / beta): 6.70 / 6.69 eV
* E_tot: -14086.85179 eV
* multiplicity: 2
* gap between HOMO and LUMO (alpha / beta): 2.120 / 5.990 eV



Record 3
DFT (ωB97M-V with the def2-TZVPD basis set) results for an isolated molecule of C17H18ClN3O at a distorted geometry.

Positions of all 40 atoms, in Å:
C: -2.5532 4.4434 -0.9911
O: -1.8117 4.3929 -2.1564
C: -0.3253 4.1780 -2.0490
C: -0.0632 2.8697 -1.3396
N: 0.5705 2.9997 -0.2203
C: 0.8381 1.7082 0.1387
C: 1.4651 1.5104 1.4412
C: 1.3913 0.1700 1.9100
C: 0.7037 -0.8253 1.1690
C: 0.8307 -2.1648 1.6689
C: 1.9551 -2.9910 1.6249
C: 1.9270 -4.2346 2.2307
C: 0.8850 -4.6553 3.0683
C: -0.2224 -3.8594 3.0081
C: -0.2480 -2.6224 2.4253
Cl: -1.5094 -1.4039 2.8142
C: 0.1921 -0.6081 -0.1205
C: -0.3812 -1.6771 -0.9557
N: 0.6371 -2.4335 -1.6625
C: 0.2108 0.7889 -0.6260
N: -0.3558 1.5752 -1.6389
C: -1.0409 1.3011 -3.0010
H: -2.6929 3.5149 -0.5602
H: -2.0837 5.0341 -0.1796
H: -3.5687 4.8155 -1.1970
H: 0.2042 4.9740 -1.4884
H: -0.0920 4.1768 -3.1462
H: 1.9931 2.2960 2.0072
H: 2.0007 -0.0099 2.8280
H: 2.7901 -2.6863 0.9855
H: 2.8133 -4.9065 2.3767
H: 0.9348 -5.6499 3.5842
H: -1.2589 -4.1056 3.3971
H: -1.0541 -1.1803 -1.6349
H: -0.9718 -2.3993 -0.4159
H: 0.2390 -3.1452 -2.2442
H: 1.3111 -2.8233 -1.0068
H: -1.6584 2.1387 -3.2979
H: -0.2866 1.0314 -3.7541
H: -1.7149 0.4629 -2.9918

Summary:
* ΔE to the lowest compared entry with this formula, charge and spin: 74.5 kcal per mole
* SMILES string: COCc1nc2ccc(-c3ccccc3Cl)c(CN)c2n1C
* HOMO level: -8.27 eV
* E_LUMO: 0.69 eV
* E_tot: -36959.04460 eV
* gap between HOMO and LUMO: 8.952 eV



Record 4
DFT (ωB97M-V with the def2-TZVPD basis set) results for a cluster of 2 separate species, C6H12O2 in total at a distorted geometry.

Positions of all 20 atoms, in Å:
C: -1.1881 1.3056 2.3541
C: -0.2505 0.9735 1.4705
C: 1.1101 1.5919 1.3920
C: -0.5715 -0.0552 0.4311
C: 0.0907 -1.2110 0.4073
C: 0.0794 -2.2175 -0.7232
O: 0.6875 -1.6551 -1.8891
H: -1.0217 1.9888 3.1789
H: -2.1584 0.8596 2.2753
H: 1.5262 1.5424 0.3843
H: 1.8136 1.0371 2.0266
H: 1.2138 2.6262 1.6655
H: -1.5239 0.0141 -0.0661
H: 1.0115 -1.3115 0.9973
H: -0.9328 -2.4767 -1.0307
H: 0.5733 -3.1354 -0.3941
H: 1.5791 -1.3455 -1.6854
O: -0.3289 1.1420 -2.3918
H: -1.0082 0.8842 -3.0288
H: 0.1355 0.2860 -2.2953

Summary:
* ΔE to the lowest compared entry with this formula, charge and spin: 57.4 kcal per mole
* SMILES string: C=C(C)/C=C/CO.O
* HOMO level: -9.00 eV
* E_LUMO: 0.78 eV
* E_tot: -10509.81988 eV
* gap between HOMO and LUMO: 9.777 eV